(1)
Computed, not measured: C21H23NaOPS as an isolated structure, with ωB97M-V with the def2-TZVPD basis set.

Computed properties:
highest occupied orbital energy: -11.267 eV
HOMO-LUMO gap: 9.017 eV
calculated total energy: -1790.93080 Eh

Geometry as ORCA input:
```
! wB97M-V def2-TZVPD RIJCOSX def2/J DEFGRID3
* xyz 1 1
Na 0.135 1.103 0.146
C -5.917 1.543 1.973
C -4.513 1.101 2.277
C -3.470 2.025 2.355
C -2.176 1.613 2.623
C -1.914 0.263 2.814
C -2.934 -0.673 2.731
C -4.228 -0.249 2.472
S -0.233 -0.300 3.081
C 0.040 0.417 4.717
O 0.608 0.524 2.144
H -6.026 2.621 2.082
H -6.629 1.055 2.637
H -6.183 1.274 0.949
H -3.679 3.079 2.219
H -1.372 2.339 2.694
H -2.717 -1.725 2.868
H -5.028 -0.975 2.415
H -0.125 1.492 4.679
H 1.072 0.201 4.986
H -0.645 -0.060 5.416
C -0.428 -0.203 -4.243
P 0.011 0.121 -2.496
C 1.833 0.019 -2.464
C 2.502 -0.825 -3.349
C 3.868 -1.040 -3.236
C 4.592 -0.420 -2.231
C 3.941 0.425 -1.344
C 2.576 0.638 -1.455
C -0.298 1.923 -2.361
C 0.592 2.901 -2.812
C 0.284 4.246 -2.666
C -0.911 4.631 -2.071
C -1.807 3.671 -1.626
C -1.500 2.323 -1.767
H -0.334 -1.267 -4.452
H 0.193 0.372 -4.929
H -1.473 0.076 -4.378
H 1.959 -1.325 -4.140
H 4.365 -1.697 -3.938
H 5.657 -0.586 -2.141
H 4.497 0.927 -0.563
H 2.145 1.354 -0.758
H 1.525 2.608 -3.275
H 0.979 4.995 -3.021
H -1.144 5.682 -1.961
H -2.748 3.967 -1.181
H -2.215 1.569 -1.446
*
```

(2)
Computed, not measured: one molecule with the formula C3H4S3, with ωB97M-V with the def2-TZVPD basis set.

Computed properties:
ΔE to the lowest compared entry with this formula, charge and spin: 295.12 kJ/mol
highest occupied orbital energy: -9.138 eV
HOMO-LUMO gap: 9.413 eV
SMILES string: C#CC(S)(S)S
calculated total energy: -1311.15766 Eh

Geometry as ORCA input:
```
! wB97M-V def2-TZVPD RIJCOSX def2/J DEFGRID3
* xyz 0 1
C -2.173 0.211 0.026
C -0.969 0.105 -0.065
C 0.497 -0.053 -0.085
S 1.220 -0.161 1.661
S 0.828 -1.451 -1.158
S 1.252 1.724 -0.653
H -3.250 0.255 0.140
H 0.569 -1.180 2.135
H 2.164 -1.525 -1.052
H -0.137 2.074 -0.948
*
```

(3)
Computed, not measured: C12H12F4O12 as an isolated structure, with ωB97M-V with the def2-TZVPD basis set.

Computed properties:
ΔE to the lowest compared entry with this formula, charge and spin: 1175.40 kJ/mol
highest occupied orbital energy: -9.352 eV
HOMO-LUMO gap: 9.461 eV
calculated total energy: -1766.44038 Eh

Geometry as ORCA input:
```
! wB97M-V def2-TZVPD RIJCOSX def2/J DEFGRID3
* xyz 0 1
C -0.128 -0.023 -0.687
C 0.898 0.829 -0.006
O 0.157 1.616 0.870
C -1.032 1.803 0.337
O -1.881 2.623 0.730
O -1.239 0.891 -0.664
F 1.448 1.446 -1.114
H -0.285 -0.987 -0.202
H -0.005 -0.226 -1.750
H 1.710 0.313 0.506
C 0.517 4.805 1.338
C 0.931 3.674 0.442
O 1.345 2.704 1.367
C 1.298 3.108 2.591
O 1.646 2.489 3.543
O 1.158 4.425 2.500
F 1.939 4.091 -0.384
H -0.572 4.769 1.357
H 0.755 5.794 0.947
H 0.045 3.302 -0.074
C -2.318 -3.927 2.367
C -1.150 -3.220 3.136
O -1.022 -2.055 2.386
C -1.442 -2.223 1.116
O -1.369 -1.393 0.194
O -2.090 -3.421 1.095
F -0.011 -3.934 3.142
H -3.302 -3.485 2.518
H -2.241 -4.996 2.169
H -1.559 -3.123 4.142
C 0.059 -1.798 -2.759
C 0.425 -0.708 -3.737
O 1.733 -1.078 -4.227
C 1.988 -2.370 -3.897
O 2.909 -3.145 -4.206
O 1.100 -2.716 -3.051
F 0.540 0.406 -2.933
H -0.969 -2.154 -2.830
H 0.286 -1.578 -1.716
H -0.272 -0.526 -4.556
*
```

(4)
Computed, not measured: a 2-piece molecular cluster, C5H12IP overall, with ωB97M-V with the def2-TZVPD basis set.

Computed properties:
ΔE to the lowest compared entry with this formula, charge and spin: 280.90 kJ/mol
highest occupied orbital energy (spin up / spin down): -8.949 / -8.007 eV
HOMO-LUMO gap (spin up / spin down): 7.803 / 7.934 eV
calculated total energy: -836.62477 Eh

Geometry as ORCA input:
```
! wB97M-V def2-TZVPD RIJCOSX def2/J DEFGRID3
* xyz 0 1
C -0.641 -2.054 0.504
C -0.808 -0.503 -1.615
C 1.084 -0.371 0.112
C -0.862 2.715 -1.991
C -0.410 -0.630 -0.115
P -1.427 0.651 0.991
I -3.570 -0.100 0.374
H -1.461 -2.471 0.062
H 0.221 -2.682 0.232
H -0.708 -1.925 1.582
H -0.576 0.556 -1.943
H -1.895 -0.548 -1.660
H -0.313 -1.316 -2.243
H 1.348 0.661 -0.138
H 1.359 -0.561 1.197
H 1.683 -0.908 -0.585
H -1.782 2.148 -2.270
H -0.629 3.679 -2.541
H -0.292 2.428 -1.012
*
```

(5)
Computed, not measured: one molecule with the formula C22H31N3O2, with ωB97M-V with the def2-TZVPD basis set.

Computed properties:
ΔE to the lowest compared entry with this formula, charge and spin: 175.62 kJ/mol
highest occupied orbital energy: -7.790 eV
HOMO-LUMO gap: 8.567 eV
SMILES string: Cc1cc(C(=O)N2CCN(C(=O)C3=CCC3)[C@H]3CCCC[C@@H]3C2)c(C)n1C
calculated total energy: -1171.66160 Eh

Geometry as ORCA input:
```
! wB97M-V def2-TZVPD RIJCOSX def2/J DEFGRID3
* xyz 0 1
C 2.186 -4.683 1.621
C 1.374 -3.684 0.867
C 1.762 -2.752 -0.055
C 0.594 -2.061 -0.489
C 0.469 -1.013 -1.526
O -0.328 -1.129 -2.448
N 1.293 0.079 -1.426
C 1.199 1.107 -2.445
C 0.461 2.391 -1.964
N -0.287 2.188 -0.737
C -1.513 1.591 -0.761
O -2.008 1.045 0.214
C -2.287 1.677 -2.037
C -3.397 2.371 -2.306
C -3.554 1.807 -3.700
C -2.261 0.993 -3.393
C 0.488 2.276 0.513
C -0.295 2.916 1.660
C 0.616 3.118 2.869
C 1.216 1.786 3.313
C 1.997 1.142 2.172
C 1.143 0.951 0.916
C 2.026 0.406 -0.209
C -0.479 -2.613 0.170
C -1.932 -2.293 0.086
N 0.008 -3.581 1.012
C -0.813 -4.414 1.860
H 3.227 -4.603 1.313
H 2.147 -4.518 2.701
H 1.860 -5.708 1.429
H 2.772 -2.599 -0.402
H 2.203 1.369 -2.783
H 0.661 0.661 -3.278
H 1.181 3.188 -1.776
H -0.211 2.747 -2.743
H -3.983 3.069 -1.723
H -4.445 1.197 -3.858
H -3.463 2.522 -4.518
H -1.411 1.232 -4.034
H -2.377 -0.088 -3.363
H 1.306 2.966 0.272
H -0.707 3.867 1.317
H -1.130 2.274 1.934
H 1.425 3.812 2.615
H 0.053 3.575 3.685
H 1.865 1.927 4.179
H 0.409 1.115 3.624
H 2.854 1.781 1.922
H 2.406 0.176 2.479
H 0.352 0.224 1.124
H 2.561 -0.467 0.152
H 2.776 1.157 -0.478
H -2.103 -1.592 -0.725
H -2.524 -3.191 -0.107
H -2.304 -1.826 1.001
H -1.621 -3.825 2.289
H -1.246 -5.247 1.303
H -0.213 -4.814 2.674
*
```

(6)
Computed, not measured: one molecule with the formula C6H10O, with ωB97M-V with the def2-TZVPD basis set.

Computed properties:
ΔE to the lowest compared entry with this formula, charge and spin: 76.69 kJ/mol
highest occupied orbital energy: -9.737 eV
HOMO-LUMO gap: 10.769 eV
SMILES string: C[C@H]1C[C@H]1CC=O
calculated total energy: -309.81316 Eh

Geometry as ORCA input:
```
! wB97M-V def2-TZVPD RIJCOSX def2/J DEFGRID3
* xyz 0 1
C -2.108 -0.259 -0.008
C -1.069 0.770 -0.418
C -0.144 1.374 0.605
C 0.405 0.462 -0.457
C 0.939 -0.898 -0.069
C 2.447 -0.906 0.071
O 3.193 -0.206 -0.570
H -2.606 0.028 0.925
H -1.670 -1.251 0.140
H -2.875 -0.365 -0.781
H -1.407 1.456 -1.192
H 0.076 2.437 0.561
H -0.217 0.975 1.617
H 0.975 0.938 -1.250
H 0.703 -1.654 -0.837
H 0.495 -1.266 0.865
H 2.862 -1.635 0.799
*
```

(7)
Computed, not measured: a 2-piece molecular cluster, CH3N2PS overall, with ωB97M-V with the def2-TZVPD basis set.

Computed properties:
ΔE to the lowest compared entry with this formula, charge and spin: 370.85 kJ/mol
highest occupied orbital energy: -8.830 eV
HOMO-LUMO gap: 5.255 eV
calculated total energy: -888.82623 Eh

Geometry as ORCA input:
```
! wB97M-V def2-TZVPD RIJCOSX def2/J DEFGRID3
* xyz 0 1
C -2.273 -0.497 -0.129
N -2.986 -1.265 0.389
N 0.439 -0.924 0.186
P 1.116 0.138 -0.963
S 1.912 1.728 0.052
H 0.799 -0.892 1.119
H -0.598 -0.851 0.249
H 1.592 2.564 -0.903
*
```

(8)
Computed, not measured: an isolated ion of composition C4H12NS and charge +1, with ωB97M-V with the def2-TZVPD basis set.

Computed properties:
ΔE to the lowest compared entry with this formula, charge and spin: 86.41 kJ/mol
highest occupied orbital energy: -12.174 eV
HOMO-LUMO gap: 8.319 eV
SMILES string: CSCCC[NH3+]
calculated total energy: -612.27179 Eh

Geometry as ORCA input:
```
! wB97M-V def2-TZVPD RIJCOSX def2/J DEFGRID3
* xyz 1 1
C 1.178 0.477 -0.880
C 1.356 -0.675 0.064
C 0.206 -1.004 1.003
S -0.293 0.497 1.964
C -2.088 0.737 1.587
N 0.283 0.132 -2.090
H 0.658 1.320 -0.421
H 2.157 0.823 -1.212
H 2.129 -0.323 0.782
H 1.809 -1.583 -0.344
H 0.433 -1.726 1.787
H -0.598 -1.514 0.475
H -2.697 0.752 2.478
H -2.529 0.107 0.816
H -2.165 1.697 1.064
H 0.843 0.051 -2.939
H -0.317 -0.674 -1.896
H -0.366 0.906 -2.238
*
```

(9)
Computed, not measured: a 2-piece molecular cluster, C4H10N overall, with ωB97M-V with the def2-TZVPD basis set.

Computed properties:
ΔE to the lowest compared entry with this formula, charge and spin: 588.23 kJ/mol
highest occupied orbital energy (spin up / spin down): -14.144 / -14.116 eV
HOMO-LUMO gap (spin up / spin down): 5.915 / 5.875 eV
calculated total energy: -212.69631 Eh

Geometry as ORCA input:
```
! wB97M-V def2-TZVPD RIJCOSX def2/J DEFGRID3
* xyz 1 1
C 2.017 -0.503 0.426
C 2.301 0.646 -0.090
C -1.451 0.520 0.961
C -1.256 -0.577 -1.228
N -1.075 -0.453 0.137
H 2.452 -1.366 -0.060
H 1.447 -0.640 1.267
H 2.740 0.693 -1.038
H -2.260 0.062 1.609
H -0.668 0.788 1.750
H -2.090 1.404 0.561
H -1.672 0.302 -1.709
H -0.277 -1.006 -1.671
H -1.942 -1.366 -1.273
H 1.735 1.495 0.357
*
```

no.,M (g mol⁻¹)
1,377.44
2,136.27
3,424.21
4,230.03
5,369.51
6,98.14
7,106.09
8,106.21
9,72.13